(1)
{
  "formula": "C18H25BN2O4",
  "method": "wB97M-V/def2-TZVPD",
  "symbols": ["O", "O", "O", "O", "B", "C", "C", "C", "C", "C", "C", "C", "C", "C", "C", "N", "N", "C", "C", "C", "C", "C", "C", "C", "C", "H", "H", "H", "H", "H", "H", "H", "H", "H", "H", "H", "H", "H", "H", "H", "H", "H", "H", "H", "H", "H", "H", "H", "H", "H"],
  "coordinates": [[-5.22250, 0.84201, -0.32534], [-1.09361, -2.20104, 0.78089], [0.14314, 0.65607, 4.32385], [-1.40948, -0.96921, 3.42363], [-0.26225, -0.15944, 3.31337], [-4.18623, 0.24599, 0.07736], [-1.30532, -1.11622, 0.30274], [-3.97659, 1.67550, 2.07419], [-3.56782, 0.61789, 1.42519], [3.19029, -0.73810, -1.55302], [4.40748, 1.16830, -0.88499], [2.33244, -0.50666, -0.49384], [4.24666, 0.10732, -1.72120], [3.53982, 1.42875, 0.07763], [2.49796, 0.56466, 0.35548], [-0.55727, -0.09163, 0.83190], [-3.56289, -0.69469, -0.69712], [5.07663, -0.16711, -2.92139], [3.68966, 2.78526, 0.87494], [-4.26618, -1.10368, -1.92424], [-3.37469, -2.02784, -2.73816], [1.71804, 0.74200, 1.62579], [-1.95795, -1.95185, -1.96430], [0.52805, -0.23345, 1.85851], [-2.09555, -0.84025, -0.93301], [-0.56590, 0.58537, 5.01792], [-1.44781, -1.54157, 2.63670], [-4.92688, 2.11144, 1.66968], [-3.59976, 1.97595, 3.01672], [-3.01018, -0.16801, 1.93001], [2.96704, -1.64486, -2.11002], [5.22115, 1.86513, -1.14909], [1.55831, -1.24345, -0.23534], [-0.52674, 0.85104, 0.40920], [6.14739, -0.07956, -2.57923], [4.77952, 0.60311, -3.65847], [4.82288, -1.09720, -3.43972], [3.88784, 2.50220, 1.90194], [4.45429, 3.43516, 0.32315], [2.80783, 3.39345, 0.82004], [-5.26292, -1.47345, -1.59807], [-4.51050, -0.22199, -2.47710], [-3.22242, -1.64857, -3.74419], [-3.72313, -3.07197, -2.78550], [1.22270, 1.74964, 1.67188], [2.31716, 0.80425, 2.54347], [-1.79835, -2.83728, -1.33609], [-1.14207, -1.76726, -2.70995], [0.84861, -1.25677, 2.01681], [-1.82991, 0.14259, -1.32355]],
  "forces_ev_per_a": [[2.02, -1.74, 0.87], [-1.04, -2.25, 0.61], [-1.49, -0.36, 0.83], [1.45, 0.82, 0.07], [-0.40, -0.24, -1.38], [-1.47, 2.11, -0.24], [2.94, 1.97, 0.65], [-2.28, 0.68, -0.78], [-0.14, -2.19, -0.90], [-1.40, -0.66, 1.10], [2.50, 0.92, -2.35], [-0.91, -0.84, 0.99], [-0.39, -2.10, -1.71], [-1.20, 3.30, 2.79], [-0.05, -0.43, 0.60], [0.78, 1.26, -0.89], [0.05, -1.10, -0.22], [1.07, 1.14, -0.18], [0.99, -1.04, -2.00], [-1.24, 0.03, 0.71], [1.52, -0.23, 1.29], [-2.38, 0.75, 0.39], [-0.85, -0.22, -0.71], [-0.94, 0.30, 1.79], [-1.48, 1.42, -0.21], [1.13, 0.22, -0.54], [-0.10, -0.14, 0.20], [1.34, 0.41, 0.22], [0.21, 0.10, 0.80], [0.59, 0.54, -0.34], [0.52, 0.32, -0.40], [-0.37, -0.24, 0.45], [0.27, 0.31, -0.35], [-0.47, -1.03, 0.18], [-0.83, -0.20, -1.12], [0.81, -0.05, 0.16], [0.37, -0.09, 0.58], [0.45, 0.63, 0.25], [-0.55, -1.12, 1.33], [-0.81, -0.01, 0.16], [0.70, -0.23, -0.39], [-0.08, 0.74, -0.55], [-0.21, -0.06, -0.07], [0.11, 0.50, 0.04], [0.48, -0.43, -0.38], [0.19, -0.49, -0.31], [0.16, -0.12, -0.71], [-0.52, -0.29, 1.01], [0.28, -0.58, -1.17], [0.63, 0.00, -0.19]],
  "e_above_lowest_ev": 1.511
}

---

(2)
{
  "formula": "C36H44F2N6O2PTi",
  "method": "wB97M-V/def2-TZVPD",
  "symbols": ["Ti", "C", "C", "C", "C", "C", "C", "C", "C", "C", "C", "C", "C", "N", "C", "C", "C", "C", "C", "C", "F", "H", "H", "H", "H", "H", "H", "H", "H", "H", "H", "H", "H", "H", "H", "H", "H", "H", "H", "H", "H", "H", "N", "C", "C", "C", "C", "C", "N", "C", "C", "C", "C", "C", "N", "H", "H", "H", "H", "H", "H", "H", "H", "H", "F", "C", "C", "C", "C", "C", "C", "H", "H", "H", "H", "N", "C", "P", "O", "O", "C", "N", "H", "H", "H", "H", "H", "H", "H", "H", "H", "H"],
  "coordinates": [[-0.54758, -1.24211, -1.16113], [-0.71547, 0.97602, 0.48601], [-1.19076, 0.76156, 1.91449], [-2.71979, 0.73118, 2.00309], [-0.50034, -0.35742, 2.69726], [-0.35429, -0.05491, 4.04547], [0.25623, -0.92238, 4.92901], [0.77595, -2.09949, 4.44617], [0.67193, -2.47865, 3.10491], [1.30814, -3.83531, 2.80165], [2.78912, -3.85409, 3.19365], [0.53622, -4.96448, 3.48945], [-0.00521, -1.59635, 2.23754], [-0.38512, -2.00253, 0.86168], [-1.82714, -2.30489, 0.74447], [-2.57567, -2.94103, 1.72477], [-3.90011, -3.20017, 1.41571], [-4.43793, -2.84326, 0.17370], [-3.67094, -2.18697, -0.77340], [-2.34093, -1.89845, -0.46797], [-0.43405, -2.37805, -2.49224], [-0.88877, 1.99263, 0.12744], [-1.32403, 0.38170, -0.21161], [0.35430, 0.78905, 0.38815], [-0.86788, 1.66162, 2.44279], [-3.15203, -0.06875, 1.39918], [-3.13633, 1.68196, 1.66466], [-3.04350, 0.57317, 3.03106], [-0.73826, 0.89197, 4.40531], [0.33750, -0.67516, 5.97854], [1.27115, -2.77420, 5.13017], [1.29071, -4.04335, 1.74386], [2.93759, -3.73772, 4.26651], [3.34561, -3.05967, 2.69229], [3.23106, -4.80924, 2.90886], [0.59239, -4.88370, 4.57539], [0.95384, -5.93182, 3.20937], [-0.52106, -4.96290, 3.21397], [-2.14778, -3.20972, 2.68203], [-4.53073, -3.69722, 2.14077], [-5.46916, -3.08859, -0.04247], [-4.10585, -1.91570, -1.72673], [-0.27455, -0.30591, -4.20938], [0.89227, 0.02727, -3.55384], [2.03911, 0.26697, -4.32562], [3.18604, 0.68335, -3.70294], [3.17104, 0.89407, -2.32028], [2.02698, 0.59989, -1.63446], [0.89813, 0.11756, -2.21640], [-1.55534, 0.03023, -3.78878], [-2.49795, 0.39358, -4.75490], [-3.72997, 0.83948, -4.34493], [-3.99573, 0.93766, -2.97869], [-3.04162, 0.50618, -2.09799], [-1.83860, 0.01083, -2.48246], [-0.17606, -0.42197, -5.20601], [1.99656, 0.13353, -5.39816], [4.08337, 0.86435, -4.27970], [4.03870, 1.25970, -1.79149], [2.00129, 0.72753, -0.56086], [-2.23716, 0.34728, -5.80355], [-4.47319, 1.13217, -5.07440], [-4.93833, 1.31499, -2.61043], [-3.22582, 0.51623, -1.03343], [2.64598, -5.31238, -2.33045], [1.93071, -4.54167, -1.53057], [0.70624, -5.01556, -1.06893], [-0.05535, -4.21905, -0.24580], [0.42371, -2.95769, 0.12224], [1.65128, -2.49415, -0.35973], [2.42312, -3.29621, -1.18773], [0.37587, -6.00107, -1.36850], [-1.01364, -4.56741, 0.11437], [2.03268, -1.53424, -0.02469], [3.38162, -2.97046, -1.56749], [2.34406, 6.50849, -2.54953], [1.49335, 7.03897, -1.42884], [1.57350, 5.67962, -0.16607], [3.00122, 5.67584, 0.29120], [0.89552, 4.51630, -0.79041], [0.67822, 6.32641, 1.33328], [1.75576, 6.66112, 2.33637], [3.30796, 6.38707, -2.22066], [2.35015, 7.11868, -3.36854], [1.99347, 5.58277, -2.81916], [0.49162, 7.21219, -1.81554], [1.93841, 7.97315, -1.09274], [0.03582, 5.55153, 1.74358], [0.06979, 7.20777, 1.14230], [1.81286, 7.65788, 2.54146], [2.64697, 6.34421, 1.86418], [1.63885, 6.17033, 3.22123]],
  "forces_ev_per_a": [[-0.26, -0.10, -0.63], [0.05, -0.08, -0.11], [0.07, -0.02, -0.04], [-0.02, -0.05, 0.00], [0.06, 0.01, 0.03], [0.01, -0.01, 0.01], [-0.03, 0.06, 0.00], [0.03, -0.06, -0.06], [0.03, 0.08, 0.07], [-0.04, 0.00, -0.01], [0.03, 0.00, 0.00], [-0.04, -0.02, 0.02], [0.06, 0.07, -0.05], [-0.22, -0.20, 0.25], [0.13, -0.01, 0.32], [0.03, 0.05, -0.10], [-0.06, -0.01, -0.02], [-0.01, -0.02, 0.04], [0.04, 0.00, 0.06], [0.10, 0.05, -0.13], [0.02, 0.09, -0.08], [0.02, 0.02, 0.07], [-0.14, 0.05, 0.11], [-0.02, -0.08, -0.01], [-0.05, 0.01, 0.01], [0.01, -0.02, 0.00], [-0.01, -0.01, -0.03], [0.01, 0.03, 0.00], [0.00, 0.00, 0.02], [0.01, 0.01, 0.00], [0.00, 0.01, 0.01], [-0.03, -0.03, -0.05], [-0.01, 0.00, 0.00], [-0.01, 0.01, 0.00], [-0.01, 0.00, 0.00], [0.00, 0.00, 0.00], [0.02, 0.00, 0.01], [0.01, 0.00, -0.02], [0.00, 0.00, 0.01], [0.01, 0.00, 0.01], [0.00, 0.01, -0.01], [0.01, 0.00, -0.01], [0.00, 0.05, 0.07], [-0.07, -0.02, -0.10], [-0.02, -0.02, 0.06], [0.01, 0.00, -0.02], [0.01, 0.00, 0.02], [0.00, -0.09, 0.03], [0.05, -0.03, 0.00], [0.07, -0.03, -0.07], [0.03, 0.00, 0.07], [-0.03, 0.01, -0.04], [0.00, 0.00, 0.03], [0.09, -0.02, -0.02], [-0.02, -0.03, 0.04], [-0.02, 0.00, -0.01], [0.01, 0.01, -0.01], [0.00, 0.01, 0.00], [0.00, -0.01, 0.00], [0.00, 0.00, -0.02], [0.00, 0.01, 0.00], [0.00, 0.00, 0.00], [0.00, 0.00, 0.00], [-0.05, 0.02, -0.01], [0.01, 0.00, -0.01], [0.03, 0.03, -0.01], [-0.01, -0.03, 0.00], [0.00, 0.00, -0.06], [0.03, 0.21, 0.11], [0.04, -0.01, 0.14], [-0.04, 0.04, -0.05], [-0.01, 0.00, 0.01], [0.01, -0.01, 0.00], [0.02, -0.04, 0.08], [0.01, -0.01, 0.02], [0.03, 0.00, -0.06], [-0.01, -0.02, 0.09], [-0.19, 0.05, -0.06], [0.12, 0.01, 0.02], [0.03, 0.11, 0.05], [0.06, 0.04, 0.01], [-0.01, -0.02, -0.01], [-0.01, -0.01, 0.03], [0.01, 0.00, 0.00], [-0.01, 0.01, 0.00], [0.00, -0.03, -0.02], [-0.01, 0.00, 0.00], [0.02, -0.02, -0.02], [0.00, 0.00, 0.00], [0.01, 0.00, 0.00], [0.00, 0.00, 0.00], [0.00, 0.01, 0.01]],
  "e_above_lowest_ev": 0.000,
  "charge": 3
}

---

(3)
{
  "formula": "C21H46DyNOP3Se",
  "method": "wB97M-V/def2-TZVPD",
  "symbols": ["Dy", "P", "P", "P", "H", "C", "C", "H", "C", "C", "C", "C", "C", "C", "C", "C", "C", "H", "H", "H", "H", "H", "H", "H", "H", "H", "H", "H", "H", "H", "H", "H", "H", "H", "H", "H", "H", "H", "H", "H", "H", "H", "H", "H", "H", "H", "C", "C", "C", "C", "C", "C", "Se", "H", "H", "H", "H", "H", "H", "C", "N", "C", "C", "C", "O", "H", "H", "H", "H", "H", "H", "H", "H", "H"],
  "coordinates": [[0.55022, -0.50307, 0.08710], [-1.55557, -0.83311, 1.98186], [1.15101, -3.18986, -0.32558], [-2.16610, -1.07494, -1.33404], [-0.60704, 3.84847, -0.11687], [-1.62879, 3.53123, -0.35660], [-2.55322, 3.38245, 0.60800], [-2.26659, 3.42430, 1.66722], [-0.93615, -0.17903, 3.59073], [-1.79976, -2.58819, 2.46768], [-3.25951, -0.18515, 2.14343], [2.23761, -3.24085, -1.80832], [2.19908, -3.44575, 1.18072], [-0.08391, -4.54298, -0.45252], [-3.46150, 0.18008, -1.70055], [-3.28459, -2.47755, -0.90770], [-1.82975, -1.56586, -3.08344], [-1.85066, 3.33889, -1.40795], [-3.57990, 3.03508, 0.39760], [-0.93261, 0.92200, 3.57469], [0.08409, -0.52807, 3.81331], [-1.62302, -0.53604, 4.37657], [-0.83152, -3.09731, 2.56074], [-2.39183, -3.11866, 1.71266], [-2.31924, -2.60703, 3.43309], [-3.24347, 0.90687, 2.05163], [-3.65474, -0.47229, 3.13228], [-3.91573, -0.58054, 1.36246], [2.83754, -4.16146, -1.93997], [2.91930, -2.37112, -1.81239], [1.63250, -3.08704, -2.71733], [2.77072, -4.39797, 1.16029], [1.59122, -3.42577, 2.11170], [2.92129, -2.61033, 1.29858], [0.32660, -5.57166, -0.51699], [-0.72516, -4.37734, -1.33672], [-0.78956, -4.51707, 0.39737], [-3.96621, -0.11806, -2.63433], [-3.00093, 1.16893, -1.82079], [-4.19546, 0.22631, -0.88446], [-3.93614, -2.68269, -1.76846], [-3.90575, -2.25074, -0.03437], [-2.68253, -3.37086, -0.69504], [-2.79504, -1.68889, -3.60860], [-1.26322, -2.51102, -3.10627], [-1.23032, -0.79503, -3.58863], [1.45464, 1.95474, -3.70916], [1.01765, 3.23797, -3.39270], [1.15359, 4.32500, -4.29372], [1.68136, 4.14612, -5.56475], [2.15675, 2.85987, -5.86819], [2.04289, 1.77461, -4.96162], [1.07831, 0.29855, -2.40344], [1.23207, 1.03637, -0.96661], [0.51817, 3.42042, -2.43610], [0.83319, 5.32764, -4.04237], [1.71816, 4.95581, -6.31540], [2.60961, 2.71892, -6.85095], [2.38409, 0.79347, -5.28435], [3.13931, 1.80789, 4.50973], [2.70589, 1.06093, 3.32268], [3.27090, -0.26673, 3.07418], [1.81700, 1.55515, 2.47907], [1.29500, 2.92469, 2.61307], [1.40546, 0.81417, 1.49941], [3.92721, 1.22369, 5.00742], [2.30233, 1.96235, 5.22613], [3.55116, 2.80259, 4.22555], [2.50596, -1.05356, 3.14091], [3.75955, -0.31529, 2.09215], [4.01981, -0.46421, 3.84382], [0.81949, 3.21938, 1.67187], [0.53793, 2.99874, 3.40215], [2.10688, 3.61947, 2.82941]],
  "forces_ev_per_a": [[-2.44, -1.32, 0.96], [-0.36, -0.02, 1.72], [0.30, -0.60, 0.14], [-0.75, -0.29, -1.12], [-0.38, -0.06, -0.09], [-0.37, -0.31, 0.58], [0.53, -0.95, -0.33], [-0.25, 0.46, -0.43], [0.21, 0.02, 0.05], [0.18, -0.08, -0.39], [-0.12, 0.14, -0.48], [0.30, 0.08, -0.34], [0.25, -0.28, 0.28], [-0.47, -0.30, 0.02], [0.21, 0.38, 0.26], [0.38, -0.20, 0.26], [0.36, -0.11, 0.03], [-0.06, 0.33, 0.24], [0.60, 0.43, 0.03], [-0.07, -0.35, 0.04], [-0.31, 0.05, -0.01], [0.37, 0.25, -0.18], [-0.22, 0.06, 0.10], [0.06, 0.09, 0.23], [0.09, -0.10, -0.22], [-0.04, -0.20, 0.07], [0.19, 0.10, -0.40], [0.06, 0.07, 0.20], [-0.39, 0.38, 0.27], [-0.10, -0.41, 0.28], [-0.04, -0.28, 0.38], [-0.33, 0.56, -0.01], [0.11, -0.19, -0.66], [-0.23, -0.46, -0.34], [0.07, 0.71, 0.03], [0.50, -0.01, 0.16], [0.52, 0.06, -0.14], [0.13, 0.18, 0.44], [-0.26, -0.18, -0.06], [0.21, 0.06, -0.24], [0.15, 0.09, 0.27], [0.12, -0.09, -0.19], [-0.32, 0.12, -0.06], [0.56, -0.04, 0.20], [-0.22, 0.24, -0.12], [-0.33, -0.23, 0.04], [-0.08, 0.92, -0.73], [-0.66, 0.42, 0.95], [-0.01, -0.57, 0.07], [0.28, -1.02, 0.12], [-0.25, 0.05, 0.25], [0.18, -0.63, -0.36], [0.96, 2.89, -0.45], [0.66, 0.74, -2.73], [0.24, 0.06, -0.32], [-0.22, -0.19, 0.46], [0.07, -0.54, 0.65], [-0.10, -0.37, 0.37], [0.07, 0.21, 0.02], [0.22, 0.68, 0.62], [-0.68, 0.20, -0.74], [0.17, -0.33, 0.17], [0.62, -0.88, 0.31], [-0.30, 0.56, -0.28], [0.47, 0.18, 0.34], [-0.36, 0.38, -0.18], [0.50, -0.17, -0.53], [-0.23, -0.75, 0.20], [0.10, 0.27, 0.02], [-0.13, 0.13, 0.22], [-0.14, -0.01, -0.22], [0.11, -0.09, 0.22], [0.22, -0.03, 0.04], [-0.14, 0.06, 0.11]],
  "total_energy_ev": -143331.6197,
  "charge": 3,
  "multiplicity": 6,
  "s2": 9.340
}

---

(4)
{
  "formula": "C3H9N",
  "method": "wB97M-V/def2-TZVPD",
  "symbols": ["C", "C", "C", "H", "H", "H", "H", "H", "H", "H", "H", "H", "N"],
  "coordinates": [[1.17749, 0.96141, 0.32306], [-0.02938, 0.82045, -0.62581], [-0.66004, -1.22562, 0.69892], [1.40373, 1.96557, 0.22703], [1.15729, 0.70361, 1.39543], [1.84485, 0.33487, -0.24725], [-0.88241, 1.47087, -0.29561], [0.32358, 1.13190, -1.71076], [-0.12714, -1.18760, -1.19159], [0.32867, -1.57565, 1.06987], [-0.94238, -0.40929, 1.66071], [-1.45415, -2.12583, 0.69309], [-0.65435, -0.52084, -0.56828]],
  "forces_ev_per_a": [[-0.80, -1.34, -1.08], [-1.29, 0.16, 0.75], [-1.76, 1.09, 3.44], [1.24, 2.07, 0.01], [-0.56, -0.15, -0.70], [1.27, -0.07, 0.56], [0.87, 0.01, -0.50], [-0.98, -0.88, 2.19], [-0.79, 1.16, 0.46], [-0.46, -0.15, -0.47], [0.26, -2.36, -2.86], [1.85, 2.17, 0.05], [1.16, -1.70, -1.83]],
  "e_above_lowest_ev": 1.850
}